(1)
Density functional theory data (ωB97M-V/def2-TZVPD) for C28H42N3O3SiTl as an isolated structure in a non-equilibrium geometry.

Positions of all 78 atoms, in Å:
Tl (-0.30031, -0.17997, 0.60601)
Si (2.35537, -0.07692, -0.57324)
O (-6.89973, 1.67218, -2.56645)
O (-6.40981, 0.18161, -4.12069)
O (-1.05960, 0.72698, 3.25116)
N (-3.07318, 0.78829, 0.78832)
N (-6.21582, 0.71690, -3.04112)
N (-2.19399, -1.72268, -0.09105)
C (-3.29509, 2.11299, 0.95436)
C (-3.85450, -1.80485, -1.79919)
C (-5.12063, 0.20014, -2.27346)
C (1.62294, -2.62589, -1.54835)
C (1.36174, 2.17778, -2.05145)
C (-3.57877, 0.25992, -0.33941)
C (4.02990, -1.88822, -2.15784)
C (1.89008, -0.92293, -3.22733)
C (-4.71694, -1.04957, -2.63612)
C (-4.24894, 2.86226, 0.27842)
C (-2.09596, -3.06923, -0.19068)
C (-1.85062, 1.12865, 5.52072)
C (-2.04563, -0.33701, 3.56938)
C (3.91090, 1.77697, -2.19320)
C (-0.79860, 1.54345, 4.49073)
C (5.00894, -0.01764, 0.54149)
C (-2.75481, -3.81268, -1.13099)
C (3.11106, 0.45116, 2.14252)
C (-2.81908, 0.21672, 4.80015)
C (-4.62669, 0.89782, -1.06601)
C (-3.18708, -1.08327, -0.74307)
C (3.51808, -1.91300, 1.34649)
C (2.54403, -1.46150, -1.93590)
C (2.80974, 2.91332, -0.23964)
C (-4.96369, 2.26536, -0.71491)
C (-3.53573, -3.17150, -2.08895)
C (2.59566, 1.74086, -1.28209)
C (3.52803, -0.41262, 0.86932)
H (-0.77434, 2.56661, 4.13616)
H (1.60634, -3.38934, -2.33355)
H (0.84908, -0.47489, -3.11859)
H (-2.33853, 1.98102, 6.00694)
H (2.50079, -2.24085, 1.60939)
H (3.71099, 2.89475, 0.42054)
H (4.09883, -2.57181, -3.03382)
H (1.78249, -1.74551, -3.93206)
H (1.94498, 3.03355, 0.46201)
H (-1.39715, -1.19420, 3.74647)
H (4.46890, -2.42857, -1.31217)
H (5.02340, 1.10017, 0.58594)
H (3.59022, 1.42784, -3.18315)
H (-1.23674, 0.61559, 6.22525)
H (4.59960, -1.02334, -2.40893)
H (-2.73163, 2.54329, 1.80156)
H (1.35678, 1.82803, -3.10026)
H (2.17866, 0.16661, 2.64222)
H (3.83051, -2.55148, 0.50192)
H (3.09462, 1.50567, 1.92757)
H (2.91435, 3.90130, -0.81299)
H (4.77632, 1.20521, -1.76151)
H (5.60746, -0.45679, 1.29405)
H (2.48641, -0.16840, -3.66705)
H (4.19919, -1.99779, 2.13701)
H (-3.82883, -3.63564, -3.01596)
H (0.18875, 1.32453, 4.91784)
H (-1.33815, -3.49326, 0.42256)
H (1.21819, 3.21568, -2.01819)
H (-2.60334, -4.87321, -1.07694)
H (-5.09312, -1.55333, -3.52775)
H (-2.70121, -0.46348, 2.68221)
H (-4.36903, 3.93263, 0.56191)
H (1.90019, -3.09161, -0.60054)
H (-5.73756, 2.75564, -1.29310)
H (3.88757, 0.31352, 2.89127)
H (-3.18162, -0.62942, 5.41411)
H (-3.70578, 0.67746, 4.34373)
H (5.32689, -0.34887, -0.41313)
H (0.57493, -2.30252, -1.38146)
H (4.29502, 2.77604, -2.17013)
H (0.38423, 1.78526, -1.71729)

Properties
DFT total energy = -1943.84269 Ha
HOMO energy (spin up / spin down) = -0.1714 / -0.1713 Ha
energy above the lowest of the compared OMol25 structures with the same formula, charge and spin = 0.00 kcal/mol
HOMO-LUMO gap (spin up / spin down) = 0.1166 / 0.1165 Eh



(2)
Density functional theory data (ωB97M-V/def2-TZVPD) for a 7-piece molecular cluster, C28H42O14 overall in a non-equilibrium geometry.

Positions of all 84 atoms, in Å:
O (-3.60913, -2.47718, -1.17045)
O (-5.18584, 3.25960, 1.21735)
O (-1.56499, 1.93026, -9.39599)
O (-4.55597, -2.54202, 0.93309)
O (7.36082, 9.56633, -4.01854)
O (5.85595, -2.31981, 9.82952)
O (-1.30263, -9.24318, 4.44476)
O (-5.45017, 2.57515, -0.92588)
O (2.33757, 1.32063, -0.86243)
O (5.32062, -2.20927, 7.62175)
O (6.05602, 8.01669, -2.90056)
O (-1.80779, 3.56293, -8.03145)
O (-2.94959, -9.71804, 2.87641)
O (1.78406, -0.41223, 0.59814)
C (-0.02997, -8.58534, 4.37216)
C (4.79264, 7.72983, -2.58775)
C (7.63862, -2.05869, 7.99526)
C (0.30330, -8.49363, 2.92076)
C (6.25633, -2.28937, 8.59773)
C (0.83903, -0.73422, 1.65432)
C (5.03430, 9.99128, -3.61421)
C (-0.63305, -9.45389, 2.19198)
C (-1.76919, -9.56438, 3.19756)
C (-3.09450, -3.36018, -2.16499)
C (-7.36696, 3.11468, 0.30687)
C (3.97723, 8.87898, -3.35377)
C (6.26928, 9.18744, -3.63119)
C (5.89235, -2.14572, 6.34374)
C (-7.74657, 3.01274, -1.13539)
C (-1.73058, 1.49507, -7.00365)
C (-4.12946, -3.09141, -0.07749)
C (7.25963, -1.63637, 6.60780)
C (-1.69610, 2.27619, -8.26221)
C (-6.56401, 2.34571, -1.81092)
C (0.51884, 0.68641, 2.22847)
C (0.79806, 1.63722, 1.04956)
C (-5.94143, 3.01738, 0.28667)
C (1.70630, 0.90053, 0.12558)
C (-2.84945, -4.58132, -1.34479)
C (-1.45296, 2.52046, -5.97482)
C (-4.03722, -4.56153, -0.33974)
C (-1.89768, 3.83861, -6.72350)
H (1.36067, -8.64504, 2.70363)
H (-0.45399, 2.46155, -5.54274)
H (1.37458, 2.41967, 1.54301)
H (-1.11744, 0.60712, -7.15767)
H (-0.15432, -7.63208, 4.88589)
H (5.97040, -3.17452, 5.99220)
H (7.18632, -0.59200, 6.30446)
H (-2.76527, 1.17552, -6.87949)
H (-3.93230, -4.96529, 0.66727)
H (-0.13881, -10.41807, 2.07287)
H (-3.84074, -3.51370, -2.94452)
H (4.56839, 6.74062, -2.98684)
H (-2.16996, -2.89427, -2.50592)
H (0.04390, -7.47824, 2.62111)
H (3.64317, 8.51472, -4.32526)
H (-7.78503, 3.90200, 0.93410)
H (1.06532, 0.93826, 3.13733)
H (1.28639, -1.44522, 2.34891)
H (-7.65022, 2.11420, 0.63384)
H (-2.74499, -5.45743, -1.98481)
H (-0.14106, -1.07899, 1.32467)
H (-2.93301, 4.02123, -6.43570)
H (3.23228, 9.39575, -2.74871)
H (-0.10763, 1.96391, 0.53857)
H (-6.44524, 2.67309, -2.84380)
H (8.34280, -2.84266, 8.27388)
H (5.11277, 10.62633, -2.73178)
H (-7.88018, 3.97584, -1.62803)
H (4.83852, 10.53214, -4.54007)
H (4.56790, 7.59470, -1.52976)
H (-1.97175, -4.41208, -0.72101)
H (7.99809, -2.10310, 5.95593)
H (0.71051, -9.22710, 4.84960)
H (-8.63583, 2.38505, -1.19306)
H (8.11204, -1.22303, 8.51069)
H (-2.03927, 2.26970, -5.09083)
H (-4.94570, -4.90897, -0.83175)
H (5.37437, -1.50888, 5.62664)
H (-0.97664, -8.95938, 1.28341)
H (-1.38757, 4.68740, -6.26803)
H (-0.55006, 0.83416, 2.38253)
H (-6.65701, 1.26043, -1.77069)

Properties
DFT total energy = -2145.38938 Ha
HOMO energy = -0.3750 Ha
energy above the lowest of the compared OMol25 structures with the same formula, charge and spin = 114.60 kcal/mol
structure (SMILES) = O=C1CCCO1.O=C1CCCO1.O=C1CCCO1.O=C1CCCO1.O=C1CCCO1.O=C1CCCO1.O=C1CCCO1
HOMO-LUMO gap = 0.3751 Eh



(3)
Density functional theory data (ωB97M-V/def2-TZVPD) for a 7-piece molecular cluster, C28H42O14 overall in a non-equilibrium geometry.

Positions of all 84 atoms, in Å:
O (3.54529, -1.94072, -0.93051)
O (-1.43907, 2.15037, -7.12340)
O (3.29180, 5.18517, -1.20065)
O (1.23559, 0.53227, -1.60519)
O (-0.52237, -2.73839, 5.25263)
O (0.53623, -1.60627, -1.91717)
O (-2.48061, -4.20607, 2.11777)
O (-1.77213, -2.01345, 2.26908)
O (1.22181, 4.35145, -1.01476)
O (-0.71034, -4.87148, 4.70404)
O (-5.92218, 2.79799, 1.88741)
O (2.21948, -2.32184, 0.83057)
O (-1.05006, 2.18081, -4.93838)
O (-4.24558, 1.38525, 1.63827)
C (1.12899, -2.00077, 3.63089)
C (2.14513, -3.85230, -1.14404)
C (0.17430, -1.57925, 4.74550)
C (-3.66973, -2.81659, 3.65061)
C (-3.62572, 3.48734, 2.39244)
C (0.53633, -0.54557, -1.20720)
C (-0.88609, 1.66434, -6.17695)
C (-0.35821, 1.35617, -3.91527)
C (-2.53460, 2.51692, 2.81512)
C (-3.98072, -4.25939, 4.08750)
C (2.01217, 4.94553, -1.66292)
C (1.23174, 1.50028, -0.56838)
C (1.84046, 5.58152, -3.02226)
C (-4.77744, 2.58385, 1.92688)
C (3.95647, 6.09377, -2.14417)
C (-0.17226, -0.32468, 0.08858)
C (-3.41477, -5.05145, 2.88862)
C (-0.20448, -3.82550, 4.44213)
C (3.86653, -2.49970, -2.23080)
C (-2.49904, -2.95204, 2.68853)
C (3.09295, -3.80598, -2.36070)
C (0.64952, 0.80622, 0.71265)
C (3.21008, 6.08053, -3.46464)
C (0.71325, -3.42711, 3.34423)
C (-2.81984, 1.41484, 1.77484)
C (2.56733, -2.65550, -0.30192)
C (0.17185, 0.53360, -6.10412)
C (0.78354, 0.75681, -4.72110)
H (3.79638, -4.64607, -2.29886)
H (-0.03978, 2.14035, -3.21562)
H (-3.90752, 4.16111, 3.20710)
H (1.03143, 6.31098, -2.94340)
H (4.92820, -2.62401, -2.34505)
H (0.88372, 0.61322, -6.93821)
H (-0.27168, -0.43315, -6.31430)
H (1.10156, -3.69571, -1.45580)
H (3.76919, 5.46572, -4.17465)
H (0.71977, -1.26943, 5.62382)
H (1.57756, -4.04957, 3.08861)
H (-4.48259, -2.50648, 2.94506)
H (-1.23822, -0.08967, -0.15280)
H (1.62361, 1.44436, -4.78685)
H (1.06998, -0.21773, -4.29976)
H (-3.54988, -2.11823, 4.49265)
H (0.69393, 2.37916, -0.96905)
H (-1.50962, 2.89537, 2.74202)
H (-4.13030, -5.38428, 2.12381)
H (-0.15160, -1.19824, 0.71475)
H (2.11716, -4.78289, -0.59725)
H (-5.00225, -4.43168, 4.36587)
H (2.23319, 1.78386, -0.37314)
H (-2.34262, 1.57035, 0.76903)
H (1.40634, 4.74569, -3.61413)
H (-3.35604, -4.47271, 4.95042)
H (2.14905, -1.97057, 4.00547)
H (1.02802, -1.31183, 2.79704)
H (3.93128, 7.07425, -1.64046)
H (3.55271, -1.73162, -2.90831)
H (1.49811, 0.37211, 1.23731)
H (-2.74327, 2.17919, 3.83209)
H (-2.53237, 0.40275, 2.10320)
H (3.26721, 7.06731, -3.94967)
H (-3.30798, 4.03893, 1.51547)
H (2.53272, -3.74953, -3.28504)
H (-1.03241, 0.57349, -3.52278)
H (0.07158, -3.44171, 2.42442)
H (-2.93971, -5.97593, 3.26618)
H (-0.55346, -0.87181, 4.36051)
H (4.95874, 5.66589, -2.28270)
H (0.10421, 1.47784, 1.36922)

Properties
DFT total energy = -2145.52629 Ha
HOMO energy = -0.3660 Ha
energy above the lowest of the compared OMol25 structures with the same formula, charge and spin = 28.69 kcal/mol
structure (SMILES) = O=C1CCCO1.O=C1CCCO1.O=C1CCCO1.O=C1CCCO1.O=C1CCCO1.O=C1CCCO1.O=C1CCCO1
HOMO-LUMO gap = 0.3796 Eh